Computed, not measured: C40H47CaN4O4STe as an isolated structure, with ωB97M-V/def2-TZVPD.

For the energy relative to the best compared isomer or geometry (same formula, charge and spin), the calculation gives 152.4 kJ/mol. Its HOMO-LUMO gap is 6.46 eV. The spin multiplicity is 1. The value obtained for the molecular weight is 847.585 u. The HOMO energy is -4.022 eV. The net charge is -1.

Each line ends with the Löwdin charge.
Cartesian coordinates (Å):
1 Ca -0.0206 -0.0196 -0.5702  1.401
2 C -1.2455 -6.6431 2.3140  -0.057
3 C -0.6596 -5.7523 1.2525  -0.276
4 C -0.1120 -6.2820 0.0903  -0.043
5 C 0.4509 -5.4578 -0.8742  -0.054
6 C 0.4744 -4.0859 -0.6812  -0.272
7 C -0.0549 -3.5415 0.4809  -0.087
8 C -0.6249 -4.3717 1.4301  -0.032
9 S 1.3081 -3.1070 -1.9104  0.572
10 O 2.5657 -2.6727 -1.3270  -0.375
11 O 1.4319 -3.9391 -3.0908  -0.333
12 N 0.3035 -1.8850 -2.1078  -0.247
13 C 0.6161 -1.0344 -3.1717  -0.443
14 C 0.6257 -1.4347 -4.5187  -0.012
15 C 0.8568 -0.4847 -5.4872  -0.069
16 C 1.0511 0.8489 -5.1258  -0.080
17 C 1.0148 1.1644 -3.7864  -0.132
18 N 0.8270 0.2450 -2.8360  0.008
19 H -1.3585 -7.6657 1.9541  0.069
20 H -2.2243 -6.2836 2.6350  0.076
21 H -0.6007 -6.6664 3.1950  0.082
22 H -0.1285 -7.3544 -0.0679  0.106
23 H 0.8641 -5.8673 -1.7856  0.106
24 H 0.0167 -2.4859 0.7099  0.054
25 H -1.0206 -3.9337 2.3392  0.121
26 H 0.4553 -2.4733 -4.7564  0.103
27 H 0.8711 -0.7743 -6.5311  0.103
28 H 1.2159 1.6203 -5.8647  0.095
29 H 1.1301 2.1847 -3.4372  0.110
30 N -1.2605 1.9130 2.2257  0.016
31 C -0.0536 1.6690 2.9921  -0.195
32 C 0.5917 0.3047 2.6982  -0.692
33 O 1.4325 -0.1202 3.4907  -0.064
34 O 0.2340 -0.2642 1.6119  -0.302
35 H -1.4094 2.8905 2.0214  0.068
36 H -2.0856 1.5299 2.6643  0.068
37 H -0.1565 1.7571 4.0787  0.106
38 H 0.6963 2.4085 2.6950  0.109
39 C 1.9969 4.3785 0.0717  -0.054
40 C 0.6066 4.2588 -0.5008  -0.305
41 C -0.0884 5.3926 -0.9183  -0.063
42 C -1.3748 5.2334 -1.4245  -0.303
43 C -2.1529 6.4368 -1.8985  -0.067
44 C -1.9617 3.9811 -1.5166  -0.010
45 C -1.3044 2.7799 -1.1085  -0.307
46 C 0.0128 3.0160 -0.5921  -0.069
47 N -1.7283 1.5046 -1.1507  -0.070
48 C -3.0348 0.9672 -1.5002  -0.469
49 C -3.6325 0.3151 -0.2340  -0.090
50 C -4.9197 -0.4560 -0.5371  -0.290
51 C -5.9593 0.5092 -1.1109  -0.128
52 C -5.4083 1.1383 -2.3925  -0.292
53 C -5.1312 0.0423 -3.4224  -0.127
54 C -4.0917 -0.9233 -2.8531  -0.285
55 C -4.6280 -1.5546 -1.5643  -0.120
56 C -2.8072 -0.1556 -2.5336  -0.096
57 C -4.1152 1.9016 -2.0771  -0.100
58 H 2.3587 5.4051 0.0091  0.068
59 H 2.7028 3.7381 -0.4610  0.077
60 H 2.0199 4.0788 1.1221  0.069
61 H 0.3642 6.3751 -0.8473  0.095
62 H -1.6048 7.3601 -1.7080  0.064
63 H -3.1184 6.5057 -1.3929  0.073
64 H -2.3514 6.3783 -2.9711  0.074
65 H -2.9520 3.9457 -1.9353  0.071
66 H 0.6278 2.2029 -0.2063  0.065
67 H -3.8083 1.0984 0.5105  0.121
68 H -2.8860 -0.3590 0.2051  0.113
69 H -5.3019 -0.9067 0.3844  0.135
70 H -6.1869 1.2916 -0.3793  0.116
71 H -6.8937 -0.0218 -1.3237  0.114
72 H -6.1423 1.8433 -2.7964  0.134
73 H -4.7586 0.4869 -4.3511  0.117
74 H -6.0566 -0.4920 -3.6645  0.114
75 H -3.8716 -1.7088 -3.5822  0.138
76 H -3.8914 -2.2577 -1.1620  0.119
77 H -5.5397 -2.1248 -1.7742  0.115
78 H -2.3738 0.2845 -3.4383  0.129
79 H -2.0752 -0.8753 -2.1493  0.090
80 H -4.3433 2.6871 -1.3532  0.115
81 H -3.7422 2.3787 -2.9876  0.122
82 C 4.4729 -3.6274 1.3426  -0.445
83 Te 3.0969 -2.0431 1.8053  1.373
84 C 3.6742 -2.4012 3.8353  -0.443
85 C 4.4364 -3.7008 3.8519  -0.286
86 C 4.7710 -4.3207 5.0552  -0.055
87 C 5.4720 -5.5154 5.0743  -0.109
88 C 5.8519 -6.1081 3.8763  -0.108
89 C 5.5273 -5.4966 2.6765  -0.054
90 C 4.8211 -4.2947 2.6477  -0.287
91 H 5.3641 -3.2382 0.8508  0.053
92 H 3.9870 -4.3205 0.6572  0.046
93 H 2.7751 -2.4476 4.4457  0.050
94 H 4.2859 -1.5790 4.2049  0.055
95 H 4.4701 -3.8562 5.9876  0.109
96 H 5.7176 -5.9861 6.0184  0.092
97 H 6.3951 -7.0452 3.8789  0.092
98 H 5.8189 -5.9573 1.7393  0.109